50
Properties=species:S:1:pos:R:3 method="wB97M-V/def2-TZVPD" smiles=CCc1ccc([C@](O)(CNCc2ccccc2)c2ccccc2)cc1 gap_ev=9.218 spin_multiplicity=1 e_homo_ev=-8.469
C -1.1760 0.9375 6.0641
C -2.1796 1.5809 5.1048
C -1.7824 1.3237 3.6797
C -2.2203 0.1884 3.0104
C -1.8275 -0.0703 1.7115
C -0.9849 0.8047 1.0356
C -0.5443 0.5375 -0.4039
O 0.2669 1.5968 -0.8819
C -1.8050 0.4125 -1.3168
N -1.6619 -0.1798 -2.6227
C -0.7909 0.4768 -3.5866
C 0.6672 0.0865 -3.5165
C 1.6669 1.0383 -3.3812
C 2.9957 0.6587 -3.3130
C 3.3425 -0.6785 -3.3838
C 2.3535 -1.6352 -3.5339
C 1.0274 -1.2531 -3.6040
C 0.3095 -0.7170 -0.3907
C -0.2430 -1.9898 -0.4682
C 0.5694 -3.1098 -0.4342
C 1.9407 -2.9759 -0.3147
C 2.4956 -1.7118 -0.2224
C 1.6862 -0.5925 -0.2564
C -0.5276 1.9274 1.7131
C -0.9217 2.1832 3.0134
H -0.1808 1.3437 5.8974
H -1.4606 1.1258 7.0968
H -1.1362 -0.1376 5.9039
H -2.2158 2.6565 5.2906
H -3.1728 1.1679 5.2928
H -2.8799 -0.5045 3.5137
H -2.1779 -0.9712 1.2322
H -0.2900 2.3778 -0.9774
H -2.5740 -0.1596 -0.7935
H -2.2002 1.4271 -1.4569
H -1.3958 -1.1546 -2.5430
H -0.8996 1.5573 -3.4714
H -1.1734 0.2050 -4.5806
H 1.4055 2.0844 -3.3230
H 3.7633 1.4111 -3.2019
H 4.3796 -0.9754 -3.3271
H 2.6155 -2.6813 -3.5983
H 0.2631 -2.0081 -3.7335
H -1.3111 -2.1264 -0.5547
H 0.1248 -4.0926 -0.5023
H 2.5716 -3.8524 -0.2912
H 3.5647 -1.5953 -0.1230
H 2.1171 0.3931 -0.1943
H 0.1597 2.6039 1.2270
H -0.5532 3.0664 3.5162

55
Properties=species:S:1:pos:R:3 method="wB97M-V/def2-TZVPD" total_charge=-1 gap_ev=5.372 spin_multiplicity=1 e_homo_ev=-2.972
Ag -1.1361 0.2104 0.5826
I 2.3803 -6.4552 3.0084
C 1.0717 -4.8947 2.2440
C -0.2851 -5.1197 1.9930
C -1.1293 -4.0835 1.7425
I -3.1189 -4.3865 1.3509
C -0.6679 -2.6937 1.8292
O -1.5352 -1.7574 1.9201
C 0.7546 -2.4907 1.8821
C 1.4321 -1.1421 1.7189
N 0.5273 0.0391 1.9254
C 1.2871 1.2569 2.0481
C 0.4957 2.5462 1.7806
C 1.1593 3.7695 1.5508
C 0.4311 4.9327 1.4066
C -0.9812 4.8366 1.3961
C -1.5322 3.5992 1.5564
N -0.8328 2.4188 1.7132
C 1.5679 -3.5703 2.1711
H -0.5507 -6.1378 1.8401
H 1.8964 -0.9998 0.7237
H 2.2809 -1.1932 2.3896
H -0.1671 -0.1299 2.6867
H 2.0868 1.1930 1.2549
H 1.7624 1.3720 3.0646
H 2.2265 3.7980 1.4583
H 0.9645 5.8939 1.3472
H -1.5730 5.7606 1.2976
H -2.6383 3.4924 1.5403
H 2.6312 -3.4459 2.2280
C -1.4181 -0.3410 -1.9183
C -0.2432 -1.0388 -2.0230
C 0.8924 -0.1473 -2.0779
C 0.3287 1.1375 -1.9959
C -1.1126 1.0311 -1.9595
C -2.1112 2.1810 -2.0714
C 1.0599 2.5135 -2.0936
C 2.3068 -0.5632 -2.3696
C -0.1379 -2.5169 -2.3175
C -2.7713 -0.9397 -1.9696
H -1.7627 2.9886 -2.6499
H -2.3595 2.6187 -1.0384
H -3.0283 1.6865 -2.4558
H 0.3335 3.1885 -1.5365
H 1.0953 2.7906 -3.1451
H 2.0483 2.6113 -1.6323
H 2.8677 0.3111 -2.7273
H 2.3605 -1.2516 -3.2090
H 2.8137 -0.9628 -1.4906
H -0.9116 -2.8153 -3.0350
H -0.4203 -3.1209 -1.4024
H 0.8628 -2.8256 -2.5021
H -2.8754 -1.6484 -2.8139
H -3.5136 -0.1458 -2.1986
H -3.1118 -1.3602 -1.0172

63
Properties=species:S:1:pos:R:3 method="wB97M-V/def2-TZVPD" total_charge=+3 gap_ev="4.779 / 5.420" spin_multiplicity=2 e_homo_ev="-16.568 / -16.570" s_squared=0.787
W -0.1264 0.1432 -0.9660
C -3.2904 0.9587 1.9344
C -2.5966 1.2499 0.7814
N -1.4572 0.5217 0.7165
N -1.4191 -0.2328 1.8565
C -2.5045 0.0199 2.5955
B -0.1252 -1.0639 2.1197
N 0.0259 -2.1501 0.9675
C 0.0945 -3.4767 1.0972
C 0.4022 -4.0385 -0.1378
C 0.5327 -2.9638 -0.9923
N 0.2952 -1.8118 -0.3238
N 1.0479 -0.0753 1.8610
C 1.9655 0.3954 2.7046
C 2.8279 1.2359 2.0105
C 2.3512 1.2409 0.7208
N 1.2566 0.4528 0.6217
N -0.0450 -1.7206 3.4362
C 1.0128 -2.4114 3.9696
C 0.5866 -3.0085 5.1234
C -0.7629 -2.6173 5.2484
N -1.1476 -1.8889 4.2295
H -4.2233 1.3733 2.2694
H -2.8638 1.9304 -0.0127
H -2.6218 -0.4897 3.5383
H -0.0647 -3.9374 2.0578
H 0.5348 -5.0812 -0.3647
H 0.7505 -2.9520 -2.0479
H 1.9573 0.0994 3.7398
H 3.6846 1.7549 2.3996
H 2.7426 1.7525 -0.1406
H 1.9724 -2.4402 3.4814
H 1.1641 -3.6137 5.7988
H -1.4642 -2.8639 6.0277
S 3.2387 1.3497 -3.7238
C 3.3847 -0.3574 -3.5894
C 2.4607 -0.8832 -2.7422
C 1.5406 0.0940 -2.2270
C 1.9138 1.3730 -2.6825
C 1.2768 2.5636 -2.1290
C 1.6141 3.8740 -2.4243
C 1.0000 4.9062 -1.7293
C 0.0782 4.6034 -0.7354
C -0.2279 3.2809 -0.4906
N 0.3327 2.2773 -1.1916
H 4.1595 -0.8702 -4.1368
H 2.4459 -1.9373 -2.5199
H 2.3654 4.0846 -3.1735
H 1.2562 5.9347 -1.9459
H -0.3958 5.3760 -0.1473
H -0.9190 3.0046 0.2918
N -1.2195 0.9083 -2.8134
C -2.1558 -0.0475 -3.4792
C -2.9633 -0.6305 -2.3547
N -1.9485 -1.1446 -1.3937
H -1.7392 1.7571 -2.5795
H -0.5017 1.2058 -3.4730
H -1.5536 -0.8110 -3.9767
H -2.7575 0.4586 -4.2336
H -3.6418 -1.4228 -2.6704
H -3.5522 0.1379 -1.8508
H -1.6104 -2.0523 -1.7164
H -2.3736 -1.3241 -0.4834

69
Properties=species:S:1:pos:R:3 method="wB97M-V/def2-TZVPD" gap_ev=5.972 spin_multiplicity=1 e_homo_ev=-6.321
Bi 1.0185 2.2952 0.1604
O 2.5099 -1.0402 2.3176
C 1.8438 0.0551 1.9039
O 2.2722 0.6392 0.7911
C 0.8059 0.5755 2.5981
C 0.1687 -0.0045 3.7387
C -0.8901 0.5906 4.3237
C -1.3770 1.8436 3.7846
C -0.7856 2.3927 2.7038
N 0.3053 1.8103 2.0896
C -1.1713 3.6827 2.0917
O -2.2554 4.3287 2.5179
O -0.5044 4.1635 1.1942
H 2.8124 -1.5271 1.5257
H 0.5643 -0.9427 4.1052
H -1.3765 0.1528 5.1830
H -2.1960 2.3412 4.2884
H -2.7217 3.8033 3.1794
F -2.9198 -1.4162 0.0378
C -2.5305 -0.2218 0.4776
F -1.3647 -0.3400 1.0849
F -3.4387 0.2387 1.3355
S -2.4403 0.9995 -0.9164
O -3.7044 0.9054 -1.5855
O -0.3802 1.4949 -2.5050
O -2.0134 2.2266 -0.2958
C -2.3434 -4.7622 0.5193
C -0.8458 -4.6428 0.4685
C -0.1450 -5.0542 -0.6621
C 1.2320 -4.9242 -0.7333
C 1.9123 -4.3783 0.3434
C 1.2416 -3.9841 1.4917
C -0.1338 -4.1142 1.5429
S 3.6529 -4.1580 0.2454
O 4.2600 -4.5668 1.4774
O 4.0987 -4.6837 -1.0145
N 3.8363 -2.4923 0.2382
C 3.9408 -1.7943 -1.0540
C 2.6946 -1.9035 -1.9288
C 1.4677 -1.2214 -1.3788
O 1.3055 0.0020 -1.9396
O 0.6700 -1.6928 -0.6160
H -2.6742 -5.7217 0.1214
H -2.8122 -3.9783 -0.0787
H -2.7134 -4.6663 1.5391
H -0.6844 -5.4860 -1.4972
H 1.7824 -5.2431 -1.6083
H 1.7846 -3.5701 2.3308
H -0.6663 -3.7958 2.4309
H 4.6459 -2.3071 0.8251
H 4.7815 -2.1863 -1.6295
H 4.1341 -0.7476 -0.8168
H 2.4487 -2.9505 -2.0998
H 2.9339 -1.4527 -2.8911
C -0.0461 -1.4761 -4.1942
Si -1.6021 -0.8436 -3.3844
C -2.6087 -2.2911 -2.7899
C -2.5659 0.2186 -4.5724
C -1.1243 0.3832 -1.9710
C 0.2165 0.7540 -1.4544
H -0.3416 -1.9759 -5.1209
H 0.4663 -2.2150 -3.5757
H 0.6489 -0.6767 -4.4475
H -2.8166 -2.9190 -3.6609
H -3.5623 -1.9902 -2.3579
H -2.0621 -2.8943 -2.0622
H -2.8264 -0.3575 -5.4634
H -1.9778 1.0818 -4.8884
H -3.4874 0.5773 -4.1142

Energy relative to the best compared isomer or geometry (same formula, charge and spin)? In order: 0.0, 0.0, 7.1, 70.0 kcal/mol.